No. 1
{
  "formula": "C27H32ClIrN8OP",
  "method": "wB97M-V/def2-TZVPD",
  "elements": ["Ir", "Cl", "P", "O", "N", "N", "N", "N", "N", "N", "N", "N", "C", "C", "C", "C", "C", "C", "C", "C", "C", "C", "C", "C", "C", "C", "C", "C", "C", "C", "C", "C", "C", "C", "C", "C", "C", "C", "C", "H", "H", "H", "H", "H", "H", "H", "H", "H", "H", "H", "H", "H", "H", "H", "H", "H", "H", "H", "H", "H", "H", "H", "H", "H", "H", "H", "H", "H", "H", "H", "H"],
  "xyz": [[-0.3380, 1.0350, -0.3721], [-2.4671, 0.7998, -1.9766], [-0.6231, -1.5739, -1.0350], [-2.0718, 0.9189, 1.2078], [0.4006, 5.2448, -1.8426], [-0.3336, 3.1630, -1.1301], [-0.1432, 1.7091, 1.9466], [1.9274, 3.5641, -1.5688], [-2.0402, 1.7348, 3.3529], [1.8790, 2.5541, 2.6615], [1.6928, 1.2534, -1.3110], [3.8040, 2.2322, -1.6659], [0.6086, 3.9702, -1.5141], [0.8803, -1.4851, 1.2824], [0.0269, 2.5269, 4.1775], [4.5956, 3.4211, -1.9207], [-3.1869, -0.7399, -1.7968], [-2.3942, -1.8217, -1.3866], [-0.4221, -1.6423, 0.7720], [-5.1048, -2.1634, -1.9570], [1.1088, -1.6409, 2.6353], [-3.4570, 1.4958, 3.5180], [0.0483, -1.9319, 3.4877], [1.1424, -5.2559, -1.2646], [0.1932, -3.0834, -1.6585], [1.3454, -5.4291, -2.6270], [-1.4905, -1.9013, 1.6362], [0.6172, -4.0727, -0.7672], [-4.5396, -0.9037, -2.0796], [4.5388, 0.9875, -1.6408], [0.6123, 2.2608, 2.9052], [-1.2992, 2.2754, 4.3461], [-4.3372, -3.2384, -1.5215], [0.9162, -4.4488, -3.5138], [-1.4497, 1.4410, 2.1545], [0.3752, -3.2642, -3.0340], [-2.9837, -3.0755, -1.2453], [-1.2442, -2.0577, 2.9869], [2.4659, 2.2984, -1.5192], [5.6396, 3.1404, -2.0544], [0.2305, -2.0736, 4.5426], [2.2668, 2.3850, 1.7489], [1.7074, -1.3152, 0.6047], [1.3667, -6.0622, -0.5773], [2.1691, 0.3725, -1.4793], [-2.0567, -2.3079, 3.6521], [4.2917, 3.9300, -2.8397], [-1.2543, 3.5894, -1.1413], [0.1196, -2.4751, -3.7285], [-4.7889, -4.2125, -1.3991], [1.8218, -6.3254, -2.9972], [5.5284, 1.1677, -1.2231], [-5.1401, -0.0674, -2.4041], [2.1078, -1.5509, 3.0309], [-0.5264, 5.6449, -1.8162], [-1.8194, 2.5057, 5.2686], [1.0117, -4.6041, -4.5787], [-3.6610, 1.0557, 4.4920], [2.5766, 4.3076, -1.8010], [-6.1456, -2.3087, -2.2117], [4.5490, 4.1205, -1.0787], [1.1161, 5.8579, -2.2073], [4.6817, 0.5999, -2.6534], [4.0537, 0.2262, -1.0339], [2.4660, 2.9448, 3.3821], [0.5047, -3.9464, 0.2992], [-4.0156, 2.4312, 3.4385], [0.6271, 2.9278, 4.9780], [-2.4921, -2.0140, 1.2491], [-2.3974, -3.9227, -0.9148], [-3.7941, 0.8239, 2.7325]],
  "forces_ev_per_angstrom": [[0.31, 2.35, 0.76], [1.11, 1.38, -0.23], [-0.49, -1.63, 1.05], [0.30, -0.10, -2.24], [-0.29, -0.09, 0.03], [-1.17, -2.02, 1.19], [-0.01, -0.44, -1.76], [0.04, 0.68, -0.01], [0.51, -0.30, -0.97], [-0.03, -0.11, -0.19], [-1.74, -1.21, 0.64], [-1.36, 0.10, 0.21], [0.91, -0.09, -0.04], [0.29, -0.07, 0.21], [-0.35, -0.16, -0.10], [0.34, 0.82, -0.20], [-0.54, -1.66, 0.35], [0.37, 0.98, -0.22], [-0.07, 0.48, -0.79], [0.23, -0.26, 0.08], [0.13, 0.06, -0.04], [-1.19, -0.05, 0.04], [0.26, 0.08, -0.03], [-0.17, 0.15, 0.66], [0.20, 1.18, 0.06], [-0.21, 0.02, -0.11], [-0.23, -0.02, 0.40], [0.27, -0.47, 0.27], [0.45, 0.49, 0.01], [0.34, -0.70, -0.26], [0.19, 0.20, 0.48], [0.92, 0.28, 0.16], [0.15, 0.04, 0.04], [-0.16, 0.53, -0.14], [0.60, 0.48, 0.99], [0.12, -0.17, -0.63], [-0.20, -0.14, -0.12], [-0.37, -0.05, -0.31], [0.62, 0.02, 0.07], [-0.17, -0.01, 0.02], [0.03, -0.02, 0.11], [0.12, -0.02, 0.06], [0.08, 0.06, 0.00], [0.15, 0.08, 0.01], [-0.19, 0.23, 0.11], [-0.08, -0.05, 0.07], [0.03, -0.06, -0.03], [0.02, -0.15, 0.08], [-0.15, -0.04, -0.09], [-0.01, -0.04, -0.02], [-0.04, -0.10, -0.02], [-0.13, -0.02, 0.08], [-0.03, 0.10, -0.05], [0.14, -0.03, 0.04], [0.01, -0.03, 0.04], [0.01, -0.08, -0.03], [0.09, 0.07, -0.05], [0.12, -0.04, -0.02], [-0.05, -0.23, 0.11], [-0.04, 0.04, 0.04], [0.06, -0.08, -0.05], [0.04, -0.16, -0.03], [-0.07, -0.01, 0.05], [-0.02, 0.04, 0.10], [0.04, 0.04, -0.03], [-0.06, -0.09, 0.07], [0.10, -0.05, -0.02], [-0.01, 0.11, 0.06], [-0.06, 0.01, -0.01], [0.04, -0.04, -0.04], [-0.01, 0.01, 0.13]],
  "s_squared": 0.816,
  "spin_multiplicity": 2,
  "de_lowest_kj_mol": 303.9,
  "total_energy_ha": -2465.78655,
  "orbital_gap_ev": [5.44, 4.96],
  "homo_ev": [-19.374, -19.412],
  "charge": 4
}



No. 2
{
  "formula": "C5H9NO2",
  "method": "wB97M-V/def2-TZVPD",
  "elements": ["O", "O", "N", "C", "C", "C", "C", "C", "H", "H", "H", "H", "H", "H", "H", "H", "H"],
  "xyz": [[0.0983, 0.1777, 1.0171], [-0.5551, -2.3636, 1.1048], [-0.2556, 1.4215, -1.9176], [0.8177, -0.3443, -0.1370], [-0.1614, 0.2152, -1.1126], [0.6283, -1.9397, 0.3225], [-0.1536, 1.7015, -0.3423], [-0.9911, 1.1068, 0.8129], [-0.9988, 1.9997, 1.6565], [-0.7987, -1.1977, 1.2851], [1.5821, -2.3972, 0.9768], [0.8073, 1.9825, -0.0800], [0.5632, -2.7246, -0.4773], [1.8383, 0.0364, -0.4473], [-2.0325, 0.8543, 0.9836], [-0.9854, -0.4566, -1.2982], [0.5971, 1.9282, -2.3471]],
  "forces_ev_per_angstrom": [[-0.14, -1.45, 5.15], [0.23, 7.10, -0.54], [1.47, 1.43, 1.81], [-1.74, -1.81, -0.10], [1.37, 1.56, -1.79], [2.35, -3.66, 0.50], [-5.13, -2.32, -5.43], [2.87, 5.05, 1.17], [0.92, -2.33, -1.32], [0.73, -4.71, 0.11], [-2.02, 1.97, -1.62], [1.54, 0.49, 0.74], [0.51, 1.41, -0.23], [-0.72, -0.57, 1.56], [0.00, -1.11, -1.51], [-0.73, 0.41, 0.46], [-1.50, -1.48, 1.04]],
  "de_lowest_kj_mol": 917.0,
  "total_energy_ha": -400.82750,
  "orbital_gap_ev": 9.39,
  "homo_ev": -8.702,
  "charge": 0
}



No. 3
{
  "formula": "C32H55N4OP2Pd",
  "method": "wB97M-V/def2-TZVPD",
  "elements": ["Pd", "P", "P", "O", "N", "N", "N", "N", "C", "C", "C", "C", "C", "C", "C", "C", "C", "C", "C", "C", "C", "C", "C", "C", "C", "C", "C", "C", "C", "C", "C", "C", "C", "C", "C", "C", "C", "C", "C", "C", "H", "H", "H", "H", "H", "H", "H", "H", "H", "H", "H", "H", "H", "H", "H", "H", "H", "H", "H", "H", "H", "H", "H", "H", "H", "H", "H", "H", "H", "H", "H", "H", "H", "H", "H", "H", "H", "H", "H", "H", "H", "H", "H", "H", "H", "H", "H", "H", "H", "H", "H", "H", "H", "H", "H"],
  "xyz": [[0.3738, 0.1592, -0.6257], [-1.6581, -0.8007, 3.0705], [0.7513, -0.0274, -3.0505], [2.4041, 1.2329, 1.4486], [-0.3039, 2.1801, -0.7485], [-1.5850, 2.5715, -1.0705], [1.0803, -1.6115, 0.2019], [-1.3157, -1.0751, -1.2027], [-0.4468, 4.4200, -0.7809], [-1.5803, -1.4606, -2.4553], [1.8065, 0.8782, 0.5282], [-2.1559, -1.3262, 5.8291], [-3.7495, -2.2101, -1.6977], [2.5151, -2.1791, -2.9032], [-0.4636, -1.3555, -3.4892], [0.3033, 1.2627, -4.3736], [-1.9572, -1.7245, -0.1818], [0.7578, -3.9231, 0.7828], [-2.8417, -2.0002, -2.7352], [-2.2867, -3.2260, 4.2980], [3.4090, 0.0479, -2.2650], [-1.1871, 1.6268, -4.2259], [2.5024, -0.6897, -3.2645], [-1.7005, 3.9220, -1.0687], [2.1836, -3.8877, 1.3267], [3.0761, -0.5357, -4.6760], [-3.1481, 1.2320, 3.8975], [0.8180, -4.5203, -0.6229], [-1.5311, -1.9034, 4.5414], [-1.6827, 0.9689, 3.5189], [0.2033, -2.3944, 0.6788], [0.4035, 3.3162, -0.5978], [0.4812, 0.7269, -5.8135], [-1.1591, -2.1726, 0.9220], [1.1707, 2.5160, -4.1678], [-0.0263, -2.1252, 4.7614], [-3.3193, -2.0662, -0.3801], [-0.1443, -4.7994, 1.6411], [-0.6778, 1.3672, 4.6132], [-1.3276, 1.8750, 2.3339], [0.2105, -5.8445, 1.6563], [2.6918, -3.0074, 0.9078], [-0.8900, 2.4121, 4.8910], [1.5114, 0.8230, -6.1749], [0.9964, 2.9653, -3.1808], [-0.7242, 0.7820, 5.5320], [2.2048, -3.7848, 2.4215], [0.0677, -2.3214, -3.5341], [-0.1576, -4.4618, 2.6897], [-0.1618, 5.4542, -0.6940], [-0.9098, -1.1977, -4.4769], [2.4757, -1.0522, -5.4343], [-1.4346, 1.9666, -3.2129], [1.5069, -3.9152, -1.2190], [-0.2753, 1.7655, 2.0388], [-1.6874, -0.3958, 6.1753], [-1.1721, -4.8330, 1.2547], [0.5111, -2.4033, 3.8409], [-2.1244, -3.8916, 5.1553], [3.1984, 0.5134, -4.9650], [3.0103, -0.0220, -1.2377], [2.1689, -2.3045, -1.8707], [-3.3107, 2.3118, 4.0143], [0.4595, -1.2257, 5.1706], [-0.1543, 1.3304, -6.4822], [-3.0953, -2.2083, -3.7740], [4.4046, -0.4294, -2.2778], [-1.8502, 0.7849, -4.4852], [-2.0084, -2.0577, 6.6403], [2.7356, -4.7939, 1.0560], [0.3489, 1.3123, 4.2287], [-1.4080, 2.4544, -4.9223], [-0.1658, -4.4995, -1.1072], [-3.8158, 0.8743, 3.0972], [3.5144, 1.1122, -2.5211], [0.1262, -2.9290, 5.5005], [2.2457, 2.2981, -4.2653], [1.4601, 3.3390, -0.3655], [-2.3370, 1.8926, -1.1636], [4.0799, -0.9893, -4.6813], [-2.6406, 4.4199, -1.2526], [-3.2366, -1.1709, 5.7196], [-1.6492, -2.9089, 1.5685], [3.5488, -2.5563, -2.9618], [-3.9377, -2.2489, 0.5053], [0.1673, -0.3204, -5.9214], [-1.9806, -3.7723, 3.3947], [-4.7628, -2.5591, -1.9020], [1.9102, -2.7969, -3.5815], [0.8997, 3.2549, -4.9395], [1.1765, -5.5573, -0.5937], [-3.3707, -3.0317, 4.2220], [-3.4413, 0.7473, 4.8337], [-1.9404, 1.6582, 1.4548], [-1.4974, 2.9273, 2.6229]],
  "forces_ev_per_angstrom": [[0.86, -1.40, 1.76], [0.51, -0.11, -0.90], [-0.10, 0.36, -0.93], [-1.06, -0.80, -2.68], [-1.08, 1.43, -0.59], [0.99, 0.29, 0.76], [-0.51, 0.96, -0.99], [1.33, -0.83, 0.67], [0.06, 0.27, 0.01], [-0.46, 0.34, -0.27], [0.26, 0.44, 2.92], [0.11, -0.09, 0.42], [-0.11, 0.13, 0.65], [0.06, -0.05, 0.22], [-0.36, 0.07, -0.10], [0.35, -0.47, -0.27], [-0.44, 0.65, 0.18], [-0.19, 0.38, 0.55], [0.41, 0.02, -0.55], [-0.17, -0.01, -0.41], [0.08, -0.05, 0.18], [-0.03, 0.02, 0.19], [-0.03, -0.17, -0.61], [0.54, -0.44, 0.14], [0.25, 0.39, 0.34], [0.40, -0.10, -0.04], [-0.25, 0.36, 0.17], [-0.18, 0.56, -0.31], [-0.25, 0.20, 0.92], [0.04, 0.65, 0.73], [2.70, -1.49, -0.39], [-1.60, -0.40, -0.24], [-0.01, 0.33, -0.23], [-2.79, -0.50, -0.25], [-0.08, 0.01, -0.07], [0.39, -0.22, 0.25], [0.27, -0.14, -0.03], [-0.06, -0.34, 0.45], [-0.06, 0.28, 0.28], [0.02, -0.14, -0.34], [0.03, 0.41, -0.08], [0.03, -0.46, 0.08], [0.19, -0.20, -0.06], [-0.36, -0.06, 0.12], [0.03, -0.08, -0.24], [0.07, 0.23, -0.32], [-0.05, -0.05, -0.22], [-0.42, 0.29, 0.21], [-0.05, -0.08, -0.33], [-0.08, 0.02, -0.06], [0.16, -0.07, 0.14], [0.14, 0.11, 0.20], [0.13, -0.12, -0.41], [-0.14, -0.37, -0.01], [-0.32, 0.00, 0.13], [-0.38, -0.50, -0.15], [0.19, -0.04, 0.10], [-0.20, 0.03, 0.22], [-0.01, 0.12, -0.15], [-0.04, -0.22, 0.02], [0.34, -0.13, -0.61], [0.04, -0.03, -0.24], [-0.02, -0.12, 0.01], [-0.19, -0.22, -0.21], [0.20, -0.20, 0.11], [0.03, -0.14, 0.31], [-0.30, 0.29, -0.03], [0.23, 0.29, 0.06], [-0.09, 0.12, -0.22], [-0.12, 0.10, 0.07], [-0.21, 0.03, 0.08], [0.04, -0.30, 0.23], [0.06, -0.07, -0.01], [0.13, 0.15, 0.25], [0.03, -0.23, 0.06], [-0.06, 0.15, -0.20], [-0.37, 0.08, 0.01], [-0.18, -0.26, -0.05], [0.53, 0.12, 0.08], [-0.22, 0.11, -0.06], [0.09, -0.09, -0.03], [0.26, -0.04, 0.04], [0.08, 0.48, -0.49], [-0.26, 0.16, 0.04], [0.15, -0.26, -0.51], [0.10, 0.30, -0.03], [-0.04, 0.22, 0.31], [0.28, 0.20, 0.00], [0.23, 0.17, 0.17], [0.16, -0.14, 0.25], [-0.10, 0.25, 0.07], [0.39, -0.10, 0.02], [0.07, 0.09, -0.21], [-0.03, 0.01, 0.04], [0.04, -0.38, -0.09]],
  "s_squared": 2.052,
  "spin_multiplicity": 3,
  "total_energy_ha": -2356.82173,
  "orbital_gap_ev": [6.69, 6.00],
  "homo_ev": [-9.437, -9.983],
  "charge": 1
}



Number 1: F_max 2.6 eV/Å. Number 2: F_max 7.8 eV/Å. Number 3: F_max 3.1 eV/Å.